(1)
The following is a quantum chemistry calculation of 2 unconnected molecules or ions with the total composition C20H24BrF5N3O8PS in a non-equilibrium geometry, from OMol25.

Output
SMILES   CC(C)=NN1C(=O)c2c(CC(=O)O)c(S(C)(=O)=O)c(C(F)(F)C(F)(F)F)c(P(O)Br)c2C1=O.COC[C@@H](C)N
Frontier orbital gap   7.18 eV
2S+1   1
LUMO   -0.058 hartree

Each line ends with the Mulliken charge.
Element x y z (Å)
C1 5.31 -1.93 1.73  -1.062
C2 5.04 -1.04 2.91  0.892
C3 5.66 -1.32 4.24  -1.256
N1 4.23 -0.02 2.84  -1.151
N2 3.00 -0.46 2.29  0.661
C4 2.09 -1.07 3.16  0.622
O1 2.30 -1.44 4.28  -0.597
C5 0.85 -1.17 2.28  -0.349
C6 -0.32 -1.88 2.42  0.015
C7 -0.41 -2.70 3.71  -1.545
C8 0.26 -4.08 3.59  0.626
O2 0.61 -4.68 4.57  -0.568
O3 0.46 -4.59 2.32  -0.499
C9 -1.31 -1.83 1.46  0.871
S1 -2.79 -2.86 1.69  1.585
C10 -4.17 -1.88 2.26  -1.134
O4 -3.03 -3.46 0.40  -0.680
O5 -2.60 -3.92 2.66  -0.664
C11 -1.17 -1.01 0.34  -0.882
C12 -2.23 -0.84 -0.74  0.403
F1 -3.49 -1.01 -0.30  -0.255
F2 -2.27 0.44 -1.20  -0.269
C13 -1.98 -1.73 -2.04  0.865
F3 -2.18 -0.98 -3.12  -0.255
F4 -2.81 -2.74 -2.13  -0.229
F5 -0.71 -2.13 -2.07  -0.233
C14 0.03 -0.32 0.20  0.446
P1 0.40 0.74 -1.32  0.406
O6 0.77 2.22 -0.70  -0.451
Br1 2.25 -0.24 -2.23  -0.299
C15 1.02 -0.40 1.14  0.370
C16 2.41 0.24 1.23  -0.033
O7 2.95 1.10 0.59  -0.559
H1 5.35 -2.97 2.08  0.315
H2 4.53 -1.88 0.97  0.292
H3 6.25 -1.64 1.26  0.332
H4 5.06 -2.10 4.72  0.258
H5 5.60 -0.44 4.88  0.382
H6 6.68 -1.71 4.15  0.386
H7 -1.43 -2.77 4.09  0.796
H8 0.16 -2.18 4.48  0.526
H9 1.13 -4.01 1.92  0.363
H10 -4.20 -0.88 1.85  0.402
H11 -4.06 -1.80 3.35  0.367
H12 -5.11 -2.41 2.09  0.401
H13 1.34 2.69 -1.32  0.382
C17 -2.10 5.55 -5.53  -0.637
O8 -1.02 5.43 -4.62  -0.400
C18 -1.37 4.87 -3.36  -0.955
C19 -1.48 3.34 -3.34  1.040
C20 -2.76 2.81 -3.99  -1.546
N3 -0.33 2.70 -3.98  -0.553
H14 -3.04 5.79 -5.03  0.296
H15 -2.21 4.64 -6.12  0.225
H16 -1.86 6.36 -6.22  0.262
H17 -0.55 5.15 -2.69  0.310
H18 -2.28 5.35 -2.97  0.469
H19 -1.50 3.03 -2.29  0.097
H20 -2.71 2.82 -5.08  0.352
H21 -2.93 1.77 -3.69  0.185
H22 -3.63 3.39 -3.67  0.367
H23 0.51 2.97 -3.49  0.181
H24 -0.21 3.12 -4.90  0.316

---

(2)
The following is a quantum chemistry calculation of a molecular structure, C20H24Cl2O2Os in a non-equilibrium geometry, from OMol25.

Output
Charge   -2
Frontier orbital gap (spin up / spin down)   3.04 / 5.42 eV
2S+1   5
LUMO (spin up / spin down)   0.175 / 0.174 hartree

Each line ends with the Mulliken charge.
Element x y z (Å)
C1 -2.30 0.90 -0.28  0.142
C2 -1.86 0.88 -1.65  1.377
C3 -0.69 1.73 -1.73  0.224
C4 -2.55 0.21 -2.79  -1.522
C5 -0.50 2.34 -0.45  0.819
C6 -1.49 1.84 0.43  0.605
C7 -1.74 2.32 1.83  -1.951
C8 -3.49 0.19 0.29  -1.556
C9 0.11 2.07 -2.94  -1.518
C10 0.43 3.47 -0.16  -2.025
Os1 -0.20 0.04 -0.43  1.347
Cl1 0.43 -1.09 -2.26  -0.555
Cl2 -1.17 -2.05 -0.07  -0.588
O1 1.61 0.56 -0.24  -0.989
H1 -3.29 -0.51 -2.42  0.346
H2 -1.83 -0.31 -3.42  0.287
H3 -3.08 0.96 -3.40  0.274
H4 0.08 1.27 -3.68  0.319
H5 1.16 2.24 -2.65  0.329
H6 -0.26 3.00 -3.39  0.268
H7 1.36 3.38 -0.72  0.346
H8 0.67 3.51 0.91  0.395
H9 -0.04 4.43 -0.43  0.282
H10 -0.86 2.84 2.22  0.411
H11 -1.97 1.47 2.48  0.307
H12 -2.59 3.02 1.86  0.285
H13 -3.68 -0.74 -0.25  0.408
H14 -4.38 0.82 0.25  0.263
H15 -3.29 -0.06 1.34  0.343
H16 2.03 -0.51 0.10  0.000
O2 -0.13 -0.06 1.73  -0.833
H17 0.71 0.43 1.78  0.287
C11 4.47 -4.35 -2.03  -0.301
C12 3.99 -3.11 -2.52  -0.765
C13 3.41 -2.20 -1.66  -0.352
C14 3.12 -2.54 -0.32  0.413
C15 2.34 -1.72 0.52  -0.072
C16 1.88 -2.19 1.73  -0.205
C17 2.34 -3.42 2.26  -0.750
C18 3.18 -4.22 1.50  -0.749
C19 3.54 -3.84 0.17  1.017
C20 4.26 -4.70 -0.70  -0.739
H18 5.01 -5.03 -2.69  0.331
H19 4.09 -2.87 -3.58  0.339
H20 3.11 -1.21 -2.00  0.499
H21 1.15 -1.62 2.30  0.357
H22 2.03 -3.73 3.26  0.345
H23 3.56 -5.17 1.88  0.241
H24 4.62 -5.65 -0.30  0.263